Entry 1:
ORCA calculation (ωB97M-V/def2-TZVPD) on a 17-piece molecular cluster, H34O17 overall.

CARTESIAN COORDINATES (ANGSTROEM)
O (-0.899, -4.174, 0.209)
H (-0.677, -3.576, -0.496)
H (-0.214, -4.900, -0.059)
O (1.726, 0.274, 1.433)
H (1.628, -0.392, 0.769)
H (2.500, 0.770, 1.296)
O (-2.992, 1.124, -4.533)
H (-3.929, 1.057, -4.438)
H (-2.825, 0.261, -4.913)
O (-1.047, 0.389, 0.961)
H (-0.382, 1.127, 1.091)
H (-0.736, -0.400, 0.587)
O (3.577, -1.320, -1.623)
H (4.009, -2.079, -1.161)
H (4.278, -0.923, -2.106)
O (-1.060, 4.264, -0.871)
H (-1.353, 5.032, -0.476)
H (-0.084, 4.260, -0.807)
O (4.259, -2.888, 0.443)
H (3.728, -2.368, 1.034)
H (5.110, -2.870, 0.913)
O (-1.250, -4.135, -2.537)
H (-2.133, -4.502, -2.418)
H (-1.181, -3.211, -2.696)
O (2.031, -2.022, 3.202)
H (1.681, -1.121, 3.328)
H (2.812, -2.086, 3.821)
O (1.111, -2.349, -0.349)
H (0.179, -2.286, 0.181)
H (1.098, -1.620, -1.101)
O (-3.641, 3.613, -0.294)
H (-4.211, 4.337, -0.175)
H (-2.732, 3.448, -0.606)
O (1.355, 0.218, -1.515)
H (1.150, 0.505, -2.402)
H (2.017, -0.507, -1.484)
O (-1.860, 0.483, 3.705)
H (-2.673, 0.947, 3.644)
H (-1.396, 0.125, 2.922)
O (-2.228, -0.207, -1.928)
H (-2.718, 0.075, -2.685)
H (-2.662, 0.147, -1.125)
O (2.320, 4.676, -2.073)
H (2.012, 3.753, -2.091)
H (2.344, 4.820, -3.059)
O (0.478, 3.187, 2.355)
H (-0.142, 2.641, 2.824)
H (0.384, 2.918, 1.407)
O (-2.362, -1.861, 4.435)
H (-2.659, -0.906, 4.301)
H (-1.742, -1.748, 5.159)

**Spin multiplicity**: 1
**Relative energy (zero: lowest compared OMol25 entry of this formula, charge and spin)**: 464.6 kJ/mol
**LUMO**: -0.004 hartree
**E_HOMO**: -9.9 eV


Entry 2:
ORCA calculation (ωB97M-V/def2-TZVPD) on C4H7Cl2NO2S as an isolated structure.

CARTESIAN COORDINATES (ANGSTROEM)
C (2.607, 0.478, 0.010)
C (1.668, -0.635, -0.049)
C (-0.183, 1.027, 0.082)
C (-0.595, -1.407, 0.043)
N (0.349, -0.330, -0.027)
O (4.593, -0.944, -1.158)
O (4.524, -0.731, 1.260)
S (4.218, -0.146, -0.013)
Cl (2.306, -2.177, 0.120)
Cl (5.176, 1.558, -0.034)
H (2.535, 1.423, -0.517)
H (-0.028, 1.578, -0.867)
H (-1.195, 1.065, 0.119)
H (0.291, 1.365, 1.049)
H (-0.324, -2.161, -0.771)
H (-0.324, -2.029, 0.921)
H (-1.647, -0.885, 0.113)

**Spin multiplicity**: 3
**LUMO (alpha / beta)**: 0.016 / -0.084 hartree
**E_HOMO (alpha / beta)**: -5.6 / -10.0 eV


Entry 3:
ORCA calculation (ωB97M-V/def2-TZVPD) on an isolated ion of composition CN4OP and charge -1.

CARTESIAN COORDINATES (ANGSTROEM)
C (1.377, -1.087, -0.142)
N (1.088, 1.057, 0.143)
N (1.945, 0.110, -0.104)
N (0.009, -0.837, 0.091)
N (-0.083, 0.496, 0.290)
O (-2.504, 0.465, -0.700)
P (-1.832, -0.204, 0.421)

**Spin multiplicity**: 1
**Relative energy (zero: lowest compared OMol25 entry of this formula, charge and spin)**: 202.3 kJ/mol
**LUMO**: 0.150 hartree
**E_HOMO**: -3.8 eV
**Total charge**: -1


Entry 4:
ORCA calculation (ωB97M-V/def2-TZVPD) on C3H3IS in the gas phase.

CARTESIAN COORDINATES (ANGSTROEM)
C (0.530, -1.335, 0.505)
C (0.546, -0.185, -0.083)
C (-0.403, 1.126, -0.227)
S (1.601, -1.396, -0.911)
I (-2.296, 0.736, 0.675)
H (0.401, -2.016, 1.223)
H (-0.487, 1.106, -1.402)
H (0.107, 1.964, 0.219)

**Spin multiplicity**: 1
**Relative energy (zero: lowest compared OMol25 entry of this formula, charge and spin)**: 100.4 kJ/mol
**LUMO**: -0.003 hartree
**E_HOMO**: -7.7 eV
**SMILES**: ICC1=CS1


Entry 5:
ORCA calculation (ωB97M-V/def2-TZVPD) on C17H39AuNO6P2 as an isolated structure.

CARTESIAN COORDINATES (ANGSTROEM)
Au (0.409, -0.249, 2.010)
C (-1.559, -1.933, -2.713)
C (-2.769, -2.431, -1.944)
C (-3.921, -1.438, -1.983)
O (-2.512, -2.818, -0.574)
P (-1.420, -2.302, 0.471)
O (-1.441, -3.176, 1.646)
C (-1.892, -0.594, 0.882)
P (-1.227, 1.042, 0.295)
O (-1.345, 2.187, 1.215)
O (-2.410, 1.155, -0.841)
C (-2.515, 2.375, -1.590)
C (-2.734, 2.006, -3.045)
C (-3.649, 3.206, -1.015)
O (-0.006, 1.030, -0.751)
C (1.234, 1.759, -0.467)
C (2.330, 1.063, -1.240)
C (1.054, 3.214, -0.838)
O (-0.040, -2.264, -0.321)
C (0.976, -3.270, 0.013)
C (0.780, -4.454, -0.916)
C (2.333, -2.625, -0.125)
H (-1.895, -1.710, -3.731)
H (-0.772, -2.682, -2.759)
H (-1.151, -1.015, -2.293)
H (-3.102, -3.364, -2.407)
H (-3.586, -0.434, -1.718)
H (-4.714, -1.752, -1.303)
H (-4.331, -1.396, -2.995)
H (-2.058, -0.553, 1.966)
H (-2.906, -0.486, 0.486)
H (-1.579, 2.924, -1.501)
H (-3.655, 1.426, -3.151)
H (-1.899, 1.403, -3.406)
H (-2.815, 2.901, -3.666)
H (-4.592, 2.659, -1.093)
H (-3.751, 4.149, -1.558)
H (-3.448, 3.415, 0.036)
H (1.440, 1.642, 0.598)
H (2.045, 0.925, -2.287)
H (2.534, 0.111, -0.761)
H (3.245, 1.660, -1.200)
H (0.798, 3.325, -1.896)
H (1.986, 3.753, -0.656)
H (0.272, 3.660, -0.222)
H (0.800, -3.556, 1.048)
H (0.935, -4.151, -1.955)
H (-0.228, -4.862, -0.813)
H (1.498, -5.241, -0.679)
H (2.458, -2.224, -1.136)
H (3.107, -3.378, 0.042)
H (2.465, -1.832, 0.618)
C (4.381, 0.397, 3.328)
C (2.868, 0.690, 3.277)
C (2.295, 0.422, 4.684)
C (2.690, 2.189, 2.969)
N (2.365, -0.182, 2.246)
H (4.887, 1.003, 4.088)
H (4.830, 0.610, 2.354)
H (4.538, -0.661, 3.552)
H (2.800, 1.021, 5.455)
H (2.405, -0.638, 4.922)
H (1.229, 0.664, 4.701)
H (3.153, 2.828, 3.733)
H (1.626, 2.435, 2.906)
H (3.157, 2.423, 2.007)

**Spin multiplicity**: 1
**Relative energy (zero: lowest compared OMol25 entry of this formula, charge and spin)**: 0.0 kJ/mol
**LUMO**: 0.098 hartree
**E_HOMO**: -2.7 eV
**Total charge**: -1


Entry 6:
ORCA calculation (ωB97M-V/def2-TZVPD) on a 27-piece molecular cluster, H54O27 overall.

CARTESIAN COORDINATES (ANGSTROEM)
O (-4.306, -2.807, 2.769)
H (-3.448, -3.231, 2.788)
H (-4.793, -3.220, 3.482)
O (0.147, -3.020, -2.097)
H (0.285, -2.101, -1.869)
H (-0.714, -3.230, -1.736)
O (2.505, -3.697, -3.366)
H (1.774, -3.253, -2.936)
H (3.192, -3.033, -3.418)
O (0.148, -1.041, -5.238)
H (-0.281, -1.002, -4.383)
H (-0.504, -0.701, -5.850)
O (5.224, -1.168, 0.014)
H (6.038, -1.417, 0.450)
H (4.797, -2.000, -0.191)
O (2.625, 4.986, -1.288)
H (2.420, 4.952, -0.353)
H (1.934, 4.470, -1.704)
O (-0.788, 0.152, -2.643)
H (0.088, 0.138, -2.257)
H (-0.731, 0.802, -3.344)
O (-1.818, -4.301, 1.840)
H (-1.083, -4.698, 1.372)
H (-1.481, -4.136, 2.720)
O (-3.491, 1.313, -0.584)
H (-3.157, 0.625, -1.160)
H (-4.162, 0.881, -0.056)
O (0.481, 2.259, 3.725)
H (1.331, 2.630, 3.964)
H (0.669, 1.346, 3.510)
O (-4.808, -0.659, 1.243)
H (-4.699, 0.043, 1.885)
H (-4.643, -1.463, 1.736)
O (3.846, -3.461, -0.378)
H (3.387, -4.042, -0.986)
H (3.931, -3.975, 0.425)
O (1.365, -2.532, 1.590)
H (0.893, -1.724, 1.388)
H (1.856, -2.729, 0.792)
O (1.365, 2.102, 0.851)
H (1.286, 2.938, 1.310)
H (2.194, 1.736, 1.160)
O (2.193, 4.794, 1.556)
H (3.019, 5.249, 1.719)
H (1.518, 5.437, 1.774)
O (2.846, 2.719, -3.285)
H (3.320, 3.445, -3.691)
H (2.161, 3.140, -2.767)
O (2.021, 0.409, -1.843)
H (2.857, 0.506, -1.389)
H (2.092, 0.986, -2.604)
O (0.841, -4.506, 3.644)
H (1.541, -5.113, 3.401)
H (1.095, -3.674, 3.243)
O (0.125, -0.395, 0.474)
H (-0.699, -0.020, 0.163)
H (0.641, 0.361, 0.756)
O (-1.404, 5.263, 0.371)
H (-1.717, 4.966, 1.226)
H (-0.483, 5.002, 0.350)
O (-3.243, -0.660, -2.403)
H (-2.404, -0.246, -2.603)
H (-3.019, -1.391, -1.827)
O (-5.193, -3.073, -0.637)
H (-6.087, -3.219, -0.327)
H (-5.124, -2.123, -0.734)
O (0.560, 3.150, -1.627)
H (-0.395, 3.207, -1.598)
H (0.788, 2.594, -0.882)
O (4.226, 1.178, 1.598)
H (4.716, 0.471, 1.178)
H (4.434, 1.094, 2.529)
O (-2.415, -3.402, -0.710)
H (-3.369, -3.341, -0.747)
H (-2.228, -3.701, 0.180)
O (-2.194, 3.391, -1.505)
H (-2.349, 4.134, -0.922)
H (-2.722, 2.683, -1.136)
O (-1.918, 2.785, 5.103)
H (-1.138, 2.359, 4.749)
H (-1.770, 2.809, 6.048)

**Spin multiplicity**: 1
**Relative energy (zero: lowest compared OMol25 entry of this formula, charge and spin)**: 237.3 kJ/mol
**LUMO**: -0.017 hartree
**E_HOMO**: -10.6 eV


> spin multiplicity of number 1 (H34O17)?

1